An isolated molecule of C23H25NO5S at a distorted geometry. Source: OMol25; level of theory: ωB97M-V with the def2-TZVPD basis set.

Output
charge = 0
HOMO level = -7.57 eV
HOMO-LUMO gap = 7.5 eV
relative energy (zero: lowest compared OMol25 entry of this formula, charge and spin) = 2.481 eV
SMILES string = COCCN1C=C2C(=O)[C@@](C)(OC(=O)C3CCCC3)C(=O)C=C2C=C1c1ccsc1

```
55
Properties=species:S:1:pos:R:3:mulliken_charge:R:1
S -0.8703 -3.7996 -4.5488 -0.16
O 1.1074 1.1542 1.8849 -0.66
O -1.0865 -0.0417 3.6202 -0.62
O -0.6452 2.3373 1.1409 -0.18
O 2.5287 -2.4597 1.7774 -0.41
O -3.7622 2.6168 1.5602 -0.68
N -0.1039 -2.2760 0.0973 0.16
C -2.8949 1.8041 1.3149 -0.14
C -1.1899 0.3698 2.4910 -0.35
C 1.3656 2.5449 -0.0557 0.19
C -1.5549 1.8020 2.1343 1.66
C -0.1200 3.6503 -1.6180 -0.42
C -0.9572 -2.0681 -0.9610 1.39
C -0.8645 -2.5164 -3.4138 -0.73
C -1.8851 -1.0727 -0.9226 -0.87
C -2.8852 0.8704 0.2362 -1.08
C 1.0700 -3.1219 0.0030 -0.75
C -0.2547 -1.5196 1.2170 -0.61
C 2.3412 -2.3521 0.3881 -0.49
C -0.9275 -4.9599 -3.2815 -0.34
C -1.9893 -0.1661 0.1777 1.20
C 1.1155 1.6149 -1.2734 0.46
C 3.3471 -1.4489 2.3248 -0.48
C -1.6041 2.7134 3.3467 -1.90
C 0.6153 1.9511 1.1203 0.23
C 0.5639 2.5195 -2.3786 -0.88
C 0.8565 3.9300 -0.4792 -1.04
C -0.8916 -2.9600 -2.1223 -0.79
C -1.1159 -0.4774 1.2815 0.05
C -0.9287 -4.3823 -2.0563 -0.58
H 2.8860 -0.4634 2.1997 0.11
H -1.0717 3.3080 -1.2118 0.08
H 1.1573 -3.4916 -1.0184 0.65
H -1.9868 3.6883 3.0561 0.41
H 0.3913 -1.7509 2.0498 0.75
H 2.0281 1.1035 -1.5781 0.33
H 2.4233 2.5638 0.2143 0.56
H -0.1163 1.9856 -3.0404 0.35
H 3.2071 -2.7776 -0.1428 0.51
H 1.3839 2.9203 -2.9768 0.35
H -0.9606 -6.0034 -3.5222 0.46
H -0.6089 2.8131 3.7743 0.43
H 3.4374 -1.6748 3.3846 0.25
H 0.3756 0.8539 -1.0155 -0.81
H -0.2972 4.5270 -2.2385 0.49
H -2.5590 -0.9541 -1.7564 0.63
H -0.8249 -1.5015 -3.7557 0.53
H 2.2408 -1.2971 0.0930 0.16
H -2.2656 2.2755 4.0889 0.36
H 0.3890 4.4619 0.3465 0.35
H -3.6372 0.9854 -0.5289 0.47
H 0.9779 -3.9691 0.6899 0.21
H -0.9841 -4.9327 -1.1346 0.45
H 4.3412 -1.4525 1.8636 0.34
H 1.6938 4.5260 -0.8457 0.38
```


A structure of composition C23H26AsCrN2OSSe4. Source: OMol25; level of theory: ωB97M-V with the def2-TZVPD basis set.

Output
charge = 0
HOMO level (spin up / spin down) = -6.84 / -7.00 eV
HOMO-LUMO gap (spin up / spin down) = 5.5 / 7.0 eV
multiplicity = 2
<S²> = 0.87
relative energy (zero: lowest compared OMol25 entry of this formula, charge and spin) = 0.619 eV

```
59
Properties=species:S:1:pos:R:3:lowdin_spin:R:1
Se 0.8118 -2.4900 4.7311 -0.01
Se -0.4055 -0.6867 3.8358 -0.03
Se 1.9274 -2.0385 1.4110 -0.17
Se 2.7942 -2.2419 3.5662 -0.04
As 0.7579 0.8816 -0.2863 0.00
Cr -0.1053 -0.7355 1.5169 1.21
S -1.9617 0.7008 1.3837 -0.02
O -1.0333 -2.0506 0.4039 0.03
N -2.4138 -3.8009 0.7693 0.00
N -1.5087 -3.2359 -1.3900 0.00
C -2.0281 -4.3261 -2.2000 0.00
C 4.0666 2.4112 -3.2804 0.00
C 2.9092 2.6467 -1.1809 0.00
C 2.5841 1.3461 1.9242 0.00
C 2.2652 2.8290 3.7839 0.00
C -1.8706 1.8340 0.0318 0.00
C 1.3648 1.7493 1.3805 0.01
C -3.1855 -5.0018 0.4887 0.00
C -0.6192 -2.2730 -2.0494 0.00
C -0.6869 2.9723 -1.7565 0.00
C 2.1639 1.5069 -1.4643 0.00
C -1.6596 -3.0356 -0.0504 0.00
C 2.3771 0.8238 -2.6579 0.00
C 1.0660 3.2588 3.2332 0.00
C -2.9777 2.6506 -0.2252 0.00
C -1.7967 3.7620 -2.0089 0.00
C 3.3253 1.2746 -3.5660 0.00
C -2.9413 3.5944 -1.2358 0.00
C -2.5060 -3.4557 2.1862 0.00
C 0.6171 2.7251 2.0356 0.01
C 3.8578 3.0941 -2.0899 0.00
C -0.7236 2.0179 -0.7458 0.00
C 3.0320 1.8830 3.1214 0.00
H -1.7676 4.5067 -2.7932 0.00
H -4.2343 -4.8184 0.7316 0.00
H 2.7507 3.1867 -0.2570 0.00
H -2.8279 -5.8091 1.1314 0.00
H -3.8129 4.2098 -1.4204 0.00
H 0.2131 3.1017 -2.3458 0.00
H -3.1265 -5.3341 -0.5328 0.00
H 3.4863 0.7370 -4.4915 0.00
H 0.3984 -2.3393 -1.6610 0.00
H -0.6115 -2.4929 -3.1130 0.00
H -2.0261 -2.5128 2.4059 0.00
H -0.9731 -1.2537 -1.8996 0.00
H -3.1177 -4.3374 -2.2298 0.00
H 3.1841 0.6023 1.4164 0.00
H -2.0339 -4.2357 2.7871 0.00
H -3.5594 -3.3834 2.4629 0.00
H -0.3233 3.0613 1.6222 0.00
H 2.6019 3.2325 4.7303 0.00
H -1.6833 -4.1722 -3.2177 0.00
H 3.9707 1.5465 3.5412 0.00
H 4.8088 2.7648 -3.9843 0.00
H 0.4696 4.0044 3.7429 0.00
H -3.8656 2.5326 0.3830 0.00
H 4.4357 3.9814 -1.8655 0.00
H 1.8035 -0.0689 -2.8816 0.00
H -1.6565 -5.2996 -1.8775 0.00
```


The ion C23H26BrClFN2O5 with charge +1 at a distorted geometry. Source: OMol25; level of theory: ωB97M-V with the def2-TZVPD basis set.

Output
charge = +1
HOMO level = -10.83 eV
HOMO-LUMO gap = 5.6 eV
SMILES string = CC(=O)OC(=O)Cc1c(C[C@H](C)OCc2ccccc2)n[n+](CC(=O)Br)c(F)c1C[C@@H](C)Cl

```
59
Properties=species:S:1:pos:R:3:mulliken_charge:R:1
Br -4.1831 2.6224 -1.1452 -0.04
Cl 2.4557 -4.2342 -4.7647 -0.17
F -0.2077 -0.7197 -4.3540 -0.28
O -0.9974 -0.3868 2.1696 -0.19
O 5.3492 3.3059 0.3543 -0.47
O -1.4600 3.3917 -1.7213 -0.48
O 4.3757 1.5245 -0.9996 -0.24
O 5.4651 0.3124 0.9042 -0.50
N -0.5495 0.3831 -1.9456 0.59
N -0.3381 0.7387 -0.6584 -0.49
C 0.7086 0.2598 4.0487 -1.13
C 2.5636 -3.3616 -3.1169 0.23
C 2.8737 3.6447 -0.3229 -0.72
C -5.6429 -1.4734 0.8368 -0.43
C -5.7076 1.3010 1.7755 -0.58
C 3.4949 -0.8681 -0.2104 -0.95
C 2.0406 -0.4707 -0.8975 0.74
C -2.3179 2.3574 -1.8153 0.38
C 2.7476 -1.7631 -3.4322 -1.22
C 0.0086 0.6090 2.5702 0.43
C 0.9439 0.3549 -0.0226 0.19
C 1.2546 0.8030 1.5233 -0.54
C 4.5294 0.4017 -0.0565 0.48
C 1.7381 -0.9294 -2.4463 0.35
C 4.2852 2.8063 -0.2827 0.61
C -1.9042 0.8891 -2.5016 -0.56
C -4.2095 -1.7122 1.6068 -0.31
C 1.1843 -3.6708 -2.2222 -0.91
C -6.3465 0.0116 0.9425 -0.31
C -2.0593 -0.5473 3.1756 -0.72
C -3.5375 -0.4280 2.4020 0.41
C 0.2368 -0.3939 -2.9558 0.37
C -4.2561 1.0734 2.5029 -0.20
H 3.4902 -3.6972 -2.4682 0.32
H 0.1083 0.8151 4.9167 0.34
H 2.1801 0.2175 1.9973 0.22
H 2.5255 3.8651 0.7848 0.27
H -3.6155 -2.7375 1.6377 0.29
H 4.0190 -1.6757 -0.9153 0.22
H 0.2193 -3.2744 -2.7557 0.20
H 1.7970 0.7078 4.0868 0.39
H -1.8740 1.0882 -3.6540 0.33
H 1.2890 -3.3499 -1.1007 0.23
H -7.3824 0.2047 0.4048 0.30
H -2.0400 -1.6475 3.6178 0.32
H 0.7353 -0.8980 4.2701 0.26
H -6.1093 -2.3839 0.2629 0.33
H -2.7714 0.1500 -2.1688 0.44
H 3.0544 4.7033 -0.8230 0.36
H -0.5632 1.6540 2.6156 0.22
H 2.0539 3.0673 -0.9321 0.17
H -2.0807 0.2703 4.0125 0.33
H 3.8441 -1.3639 -3.2331 0.28
H 3.3094 -1.4377 0.8208 0.45
H 1.5925 1.9473 1.5338 -0.04
H -3.7043 1.9473 3.0979 0.20
H 2.4876 -1.5039 -4.5683 0.43
H 1.0969 -4.8612 -2.2233 0.41
H -6.2000 2.3615 1.8422 0.38
```


An isolated molecule of C23H26N2O3. Source: OMol25; level of theory: ωB97M-V with the def2-TZVPD basis set.

Output
charge = 0
HOMO level = -7.70 eV
HOMO-LUMO gap = 8.0 eV
relative energy (zero: lowest compared OMol25 entry of this formula, charge and spin) = 1.890 eV
SMILES string = CCCCCC(=O)Nc1c(-c2ccc(OC)cc2)c(=O)c2ccccc2n1C

```
54
Properties=species:S:1:pos:R:3:mulliken_charge:R:1
O -0.2055 -1.0670 1.6378 -0.62
O -3.6264 2.6284 -0.4077 -0.45
O 2.5346 2.8884 0.4790 -0.75
N 0.9079 -1.5306 -0.2775 -0.06
N 3.2173 -1.0917 -0.1250 -0.01
C -4.2220 3.3988 0.6068 -0.97
C 0.2761 1.2365 -0.0755 0.31
C 4.0789 1.1482 0.0741 0.26
C 5.6022 -0.6826 -0.3158 -0.81
C 1.6593 0.7386 0.0111 0.42
C 6.4533 1.5558 -0.0717 -0.79
C -3.3433 -1.4425 0.6270 0.02
C 2.7274 1.7064 0.2333 0.69
C -0.5179 0.9585 -1.1861 0.25
C -0.1491 -1.6590 0.5915 0.41
C 3.4335 -2.5187 -0.0373 -1.37
C -0.2501 2.0219 0.9398 -0.99
C 1.9412 -0.5843 -0.1297 -0.46
C -1.1703 -2.6755 0.1107 -0.73
C -4.0270 -1.5552 -0.7350 -0.25
C -2.3352 2.2144 -0.2357 0.50
C 6.6612 0.1978 -0.2886 -0.53
C -1.8049 1.4413 -1.2693 -0.36
C -1.5448 2.5037 0.8691 -0.70
C 4.2919 -0.2260 -0.1218 0.47
C 5.1704 2.0189 0.1004 -0.43
C -2.4441 -2.6350 0.9532 -1.17
C -5.1034 -0.4918 -0.9155 -1.21
H 5.7982 -1.7250 -0.5090 0.44
H 0.9320 -2.1189 -1.0978 0.27
H -1.3970 -2.4889 -0.9398 0.44
H -0.1153 0.3741 -2.0024 0.44
H 0.3565 2.2498 1.8006 0.48
H -5.8755 -0.6001 -0.1565 0.40
H 4.2676 -2.7204 0.6339 0.51
H -3.2896 -1.4493 -1.5333 0.25
H -4.6756 0.5031 -0.8313 0.11
H -3.6933 4.3456 0.7558 0.36
H -1.9232 3.1026 1.6821 0.44
H -4.2627 2.8512 1.5541 0.35
H -0.7105 -3.6659 0.1859 0.35
H -5.5711 -0.5838 -1.8935 0.35
H -3.0045 -3.5611 0.8053 0.46
H 7.2912 2.2352 -0.0483 0.39
H 3.6505 -2.9545 -1.0172 0.34
H -4.1154 -1.3786 1.3970 0.46
H -2.1496 -2.5772 2.0025 0.39
H 4.9608 3.0662 0.2583 0.49
H -5.2359 3.6026 0.2649 0.26
H -2.4235 1.2375 -2.1295 0.49
H -2.7544 -0.5249 0.6710 -0.29
H -4.4806 -2.5461 -0.8285 0.37
H 2.5468 -2.9947 0.3777 0.34
H 7.6627 -0.1760 -0.4435 0.40
```


no.,electronic energy (eV)
1,-46819.0753
2,-390781.6267
3,-122743.0924
4,-33396.5482